Computed, not measured: a molecular structure, C6H9N at a distorted geometry, with ωB97M-V/def2-TZVPD.

The spin multiplicity is 1. As for the LUMO energy: 1.10 eV. Its HOMO-LUMO gap is 9.43 eV. For the molecular weight, the calculation gives 95.14 g/mol. The energy relative to the best compared isomer or geometry (same formula, charge and spin) is 425.7 kJ/mol.

Atoms and positions in Å:
1 C 1.884 0.421 0.080
2 N 0.938 -0.582 -0.401
3 C 0.045 -1.125 0.608
4 C -1.028 -0.110 0.824
5 C -0.968 0.936 -0.266
6 C -0.283 -0.132 -1.128
7 C -1.077 -1.239 -0.358
8 H 1.456 1.191 0.745
9 H 2.352 0.922 -0.774
10 H 2.675 -0.094 0.638
11 H 0.360 -1.834 1.366
12 H -1.644 -0.108 1.722
13 H -0.451 1.871 -0.053
14 H -1.958 1.149 -0.697
15 H -0.169 -0.009 -2.209
16 H -2.131 -1.258 -0.097


Computed, not measured: a single C4H11N3 molecule at a distorted geometry, with ωB97M-V/def2-TZVPD.

The spin multiplicity is 1. As for the LUMO energy: 1.05 eV. Its HOMO-LUMO gap is 9.64 eV. Its SMILES is N/C=N\CCCN. For the molecular weight, the calculation gives 101.15 g/mol. The energy relative to the best compared isomer or geometry (same formula, charge and spin) is 194.0 kJ/mol.

Atoms and positions in Å:
1 C 0.479 -1.226 -0.322
2 C -0.863 -0.428 -0.617
3 C -0.530 0.936 -1.174
4 N 0.172 1.181 1.887
5 C 0.545 1.983 0.802
6 N 0.176 1.926 -0.391
7 N 0.299 -2.648 -0.379
8 H 0.759 -0.749 0.622
9 H 1.203 -0.809 -1.020
10 H -1.534 -0.999 -1.258
11 H -1.464 -0.258 0.289
12 H -1.419 1.517 -1.476
13 H 0.020 0.849 -2.116
14 H -0.546 0.505 1.711
15 H 0.195 1.681 2.757
16 H 1.277 2.731 1.130
17 H 0.261 -3.071 0.533
18 H 0.970 -3.121 -0.976


Computed, not measured: 2 unconnected molecules or ions with the total composition C25H52F7N2O5PSi at a distorted geometry, with ωB97M-V/def2-TZVPD.

The spin multiplicity is 1. As for the LUMO energy: -0.56 eV. Its HOMO-LUMO gap is 8.62 eV. For the molecular weight, the calculation gives 652.75 g/mol. The energy relative to the best compared isomer or geometry (same formula, charge and spin) is 155.0 kJ/mol.

Atoms and positions in Å:
1 C -2.022 -0.073 2.109
2 N -0.594 0.030 1.754
3 C -0.398 0.659 0.423
4 C 1.010 1.285 0.266
5 C 1.087 2.291 1.499
6 C -0.195 3.044 1.853
7 O -0.851 3.708 0.765
8 Si -2.185 4.672 1.199
9 C -1.897 6.539 0.995
10 C -2.898 4.342 2.922
11 C -3.572 4.229 -0.047
12 C 1.125 2.244 -0.993
13 O 2.398 2.178 -1.640
14 C 3.466 2.230 -0.710
15 C 3.498 0.897 0.155
16 C 4.160 1.291 1.537
17 O 5.495 1.767 1.344
18 C 5.632 3.130 1.758
19 C 4.607 0.025 -0.517
20 C 5.226 -1.081 0.384
21 O 6.311 -1.404 0.212
22 F 4.510 -1.727 1.354
23 N 2.143 0.285 0.304
24 C 1.901 -0.989 -0.438
25 C 1.810 -0.941 -1.983
26 C 0.412 -0.779 -2.618
27 C -0.505 -2.052 -2.433
28 C -1.918 -1.640 -2.956
29 C -3.009 -2.587 -2.320
30 C -3.861 -1.819 -1.252
31 C -4.339 -2.774 -0.117
32 C -3.130 -3.371 0.673
33 O -3.162 -4.796 0.597
34 C -1.987 -5.282 1.265
35 H -2.354 -1.131 2.139
36 H -2.702 0.440 1.401
37 H -2.242 0.353 3.114
38 H -0.207 -0.911 1.751
39 H -0.612 -0.170 -0.294
40 H -1.208 1.373 0.181
41 H 1.371 1.663 2.375
42 H 1.892 3.042 1.362
43 H 0.066 3.821 2.612
44 H -0.945 2.404 2.365
45 H -0.923 6.850 1.409
46 H -2.757 7.054 1.471
47 H -1.993 6.751 -0.090
48 H -2.904 3.247 3.119
49 H -3.974 4.621 2.873
50 H -2.439 4.917 3.745
51 H -3.760 5.064 -0.751
52 H -4.487 3.854 0.443
53 H -3.200 3.393 -0.685
54 H 1.024 3.301 -0.664
55 H 0.284 2.096 -1.698
56 H 4.382 2.322 -1.324
57 H 3.458 3.141 -0.073
58 H 4.128 0.443 2.262
59 H 3.646 2.128 2.041
60 H 5.315 3.277 2.810
61 H 6.718 3.354 1.733
62 H 5.158 3.845 1.056
63 H 5.484 0.628 -0.805
64 H 4.326 -0.493 -1.452
65 H 2.121 -0.007 1.297
66 H 2.676 -1.742 -0.191
67 H 1.000 -1.537 -0.089
68 H 2.193 -1.924 -2.342
69 H 2.494 -0.213 -2.470
70 H 0.515 -0.654 -3.718
71 H -0.191 0.079 -2.274
72 H -0.053 -2.869 -3.017
73 H -0.588 -2.247 -1.345
74 H -2.177 -0.596 -2.678
75 H -1.990 -1.698 -4.060
76 H -2.469 -3.451 -1.878
77 H -3.689 -2.930 -3.121
78 H -4.758 -1.437 -1.778
79 H -3.266 -1.005 -0.784
80 H -4.973 -2.225 0.607
81 H -4.950 -3.620 -0.494
82 H -3.267 -3.114 1.749
83 H -2.181 -2.960 0.253
84 H -1.807 -6.294 0.859
85 H -1.094 -4.661 1.055
86 H -2.161 -5.303 2.365
87 F -0.361 -5.275 -3.514
88 P -0.030 -6.265 -2.250
89 F 1.237 -6.168 -1.218
90 F -1.627 -6.577 -2.216
91 F -0.379 -4.962 -1.302
92 F 1.054 -6.716 -3.380
93 F -0.090 -7.840 -1.837


Computed, not measured: 9 unconnected molecules or ions with the total composition C17H50B3N17O14 at a distorted geometry, with ωB97M-V/def2-TZVPD.

The spin multiplicity is 1. As for the LUMO energy: 0.36 eV. Its HOMO-LUMO gap is 8.97 eV. Its SMILES is CCOC(=O)CCCB1OBOB(N(C)C(C)=O)O1.NC(N)=O.NC(N)=O.NC(N)=O.NC(N)=O.NC(N)=O.NC(N)=O.NC(N)=O.NC(N)=O. For the molecular weight, the calculation gives 749.13 g/mol. The energy relative to the best compared isomer or geometry (same formula, charge and spin) is 0.0 kJ/mol.

Atoms and positions in Å:
1 C 4.323 -1.514 3.600
2 C 4.496 -1.386 2.095
3 O 3.608 -0.470 1.421
4 C 2.532 -0.056 2.134
5 O 1.594 -0.722 2.356
6 C 2.569 1.381 2.581
7 C 2.327 2.324 1.411
8 C 0.969 2.125 0.705
9 B -0.228 1.761 1.670
10 O -0.316 2.448 2.884
11 B -1.562 2.250 3.445
12 O -2.135 1.013 3.461
13 B -1.869 0.253 2.335
14 N -2.338 -1.088 2.202
15 C -2.839 -1.677 3.467
16 C -1.436 -1.945 1.507
17 C -1.377 -1.887 -0.008
18 O -0.770 -2.726 2.068
19 O -1.159 0.829 1.274
20 H 3.404 -2.012 3.882
21 H 4.406 -0.574 4.139
22 H 5.122 -2.166 3.946
23 H 4.382 -2.374 1.660
24 H 5.503 -1.024 1.922
25 H 1.929 1.538 3.440
26 H 3.592 1.562 2.924
27 H 2.484 3.355 1.711
28 H 3.097 2.122 0.668
29 H 0.705 3.099 0.276
30 H 1.029 1.450 -0.141
31 H -2.129 3.177 3.933
32 H -3.913 -1.521 3.519
33 H -2.357 -1.290 4.360
34 H -2.708 -2.749 3.486
35 H -0.476 -1.361 -0.292
36 H -2.239 -1.318 -0.341
37 H -1.401 -2.909 -0.381
38 C 0.827 6.350 -0.986
39 O 1.639 5.442 -0.911
40 N -0.171 6.509 -0.064
41 N 0.847 7.276 -1.982
42 H -0.853 7.244 -0.099
43 H -0.212 5.840 0.685
44 H 1.571 7.192 -2.672
45 H 0.190 8.029 -2.055
46 C 2.125 2.584 -3.904
47 O 1.985 1.728 -4.765
48 N 1.066 3.261 -3.381
49 N 3.342 2.929 -3.393
50 H 1.154 3.969 -2.676
51 H 0.155 3.021 -3.727
52 H 4.145 2.445 -3.751
53 H 3.465 3.627 -2.683
54 C -1.669 -0.024 -4.345
55 O -1.588 0.236 -3.157
56 N -0.576 -0.115 -5.150
57 N -2.872 -0.246 -4.965
58 H -0.620 -0.324 -6.129
59 H 0.324 0.055 -4.727
60 H -3.697 -0.188 -4.397
61 H -2.964 -0.462 -5.939
62 C -2.315 -6.081 0.217
63 O -1.651 -5.300 -0.436
64 N -2.865 -7.217 -0.307
65 N -2.563 -5.872 1.548
66 H -3.411 -7.861 0.232
67 H -2.707 -7.410 -1.285
68 H -2.167 -5.046 1.962
69 H -3.105 -6.493 2.118
70 C -6.737 -2.270 4.375
71 O -5.538 -2.471 4.315
72 N -7.591 -2.632 3.373
73 N -7.326 -1.664 5.449
74 H -8.580 -2.476 3.400
75 H -7.189 -3.079 2.569
76 H -6.725 -1.385 6.203
77 H -8.310 -1.488 5.519
78 C 5.734 -1.535 -2.236
79 O 6.000 -0.353 -2.340
80 N 4.782 -2.005 -1.378
81 N 6.373 -2.497 -2.973
82 H 4.551 -2.975 -1.280
83 H 4.290 -1.327 -0.821
84 H 7.079 -2.187 -3.615
85 H 6.170 -3.476 -2.905
86 C -2.455 -7.817 -4.513
87 O -2.344 -7.540 -3.334
88 N -1.374 -7.947 -5.336
89 N -3.668 -8.018 -5.110
90 H -1.440 -8.173 -6.310
91 H -0.469 -7.802 -4.928
92 H -4.483 -7.927 -4.532
93 H -3.780 -8.246 -6.079
94 C 2.617 9.366 1.309
95 O 3.067 9.559 0.196
96 N 1.684 8.401 1.566
97 N 3.005 10.102 2.395
98 H 1.298 8.227 2.475
99 H 1.377 7.840 0.791
100 H 3.689 10.820 2.240
101 H 2.647 9.961 3.320


Computed, not measured: a single CH4O2P2 molecule at a distorted geometry, with ωB97M-V/def2-TZVPD.

The spin multiplicity is 1. As for the LUMO energy (alpha / beta): -0.82 / -0.82 eV. Its HOMO-LUMO gap (alpha / beta) is 8.01 / 8.01 eV. Its SMILES is C=[PH2]P(=O)=O. For the molecular weight, the calculation gives 109.99 g/mol. The energy relative to the best compared isomer or geometry (same formula, charge and spin) is 304.9 kJ/mol.

Atoms and positions in Å:
1 C 0.885 -0.204 -0.305
2 O -2.265 3.243 -0.597
3 O -1.644 1.788 -2.598
4 P -1.712 1.982 -1.145
5 P -0.697 0.219 0.138
6 H 1.096 -1.180 -0.842
7 H 1.584 0.562 -0.669
8 H -0.562 1.033 1.116
9 H -1.759 -0.688 0.514


Computed, not measured: a single C5H10N2 molecule at a distorted geometry, with ωB97M-V/def2-TZVPD.

The spin multiplicity is 1. As for the LUMO energy: 0.87 eV. Its HOMO-LUMO gap is 8.53 eV. For the molecular weight, the calculation gives 98.15 g/mol. The energy relative to the best compared isomer or geometry (same formula, charge and spin) is 462.1 kJ/mol.

Atoms and positions in Å:
1 C -2.071 -0.370 -0.008
2 C -1.097 -0.258 -1.158
3 N -0.232 0.935 -1.317
4 C 0.363 -0.384 -0.967
5 C 1.083 -0.802 0.279
6 C 2.192 0.102 0.664
7 N 1.034 0.395 1.481
8 H -2.921 0.311 -0.145
9 H -1.598 -0.143 0.955
10 H -2.465 -1.392 0.056
11 H -1.512 -0.593 -2.111
12 H -0.334 1.526 -0.487
13 H 0.918 -0.800 -1.814
14 H 0.694 -0.428 2.027
15 H 3.046 -0.288 1.219
16 H 2.429 0.988 0.068
17 H 0.470 1.203 1.261